# 1
The following is a quantum chemistry calculation of a structure of composition C36H25Br2F5IrN2O4, from the Open Molecules 2025 dataset.

Structure (XYZ):
```
75
C36H25Br2F5IrN2O4 ωB97M-V/def2-TZVPD
Ir -0.40526 0.08303 0.53085
Br -3.08009 -3.42053 -2.66657
Br -5.00075 -5.30872 2.21495
F 3.80936 2.57037 5.34165
F 1.22995 1.91788 4.74023
F 2.72880 -0.28802 0.81672
F 5.78070 1.79490 3.68523
F 5.29404 0.38418 1.44681
O 0.71696 0.52593 -1.08644
O 2.73532 0.29298 -3.72579
O -1.62740 -1.45782 -0.78157
O 0.70391 0.55410 2.48413
N 0.32936 -0.97110 -3.52324
N -1.61743 -1.28378 1.88582
C 2.22336 1.55765 3.95172
C -0.04547 0.24171 -3.80829
C -1.64802 -1.16617 3.20659
C -3.18103 -2.98159 3.42944
C -3.16239 -3.12229 2.03367
C -2.36363 -2.23842 1.30326
C 3.83669 -1.43623 -2.42160
C -3.08903 -3.31737 -0.80655
C 2.48708 -3.25155 -1.58471
C -2.94777 1.81110 3.60915
C 1.37260 -2.65834 -2.14590
C -2.96037 1.55795 2.12391
C -3.91505 -4.11081 1.30674
C 0.33373 2.62669 -4.04532
C 2.99875 0.43099 1.89642
C 0.76982 1.57830 -1.88007
C 3.50827 1.88675 4.25662
C 1.89537 0.82521 2.74393
C -2.42328 -1.99919 4.01264
C 4.28257 0.75421 2.21201
C 1.48011 -1.46000 -2.83519
C 3.72124 -2.63098 -1.72769
C 3.99987 0.88885 -4.02694
C -1.96764 1.92436 -0.07970
C -2.30862 -2.28923 -0.16278
C 1.14316 3.94393 -2.23036
C 0.38926 1.47103 -3.23665
C -3.86454 -4.19252 -0.07788
C -1.90259 2.02144 1.31841
C 0.72549 3.84713 -3.56427
C 1.14627 2.84094 -1.40394
C 2.71623 -0.83962 -2.99376
C 4.54651 1.48625 3.38981
C -4.02830 0.93981 1.50640
C -4.08564 0.80719 0.11248
C -3.07899 1.30857 -0.68031
H 4.50152 1.21800 -3.11619
H 0.00133 2.53009 -5.07271
H -1.26506 2.47804 -0.68677
H 1.44773 4.90612 -1.83739
H -2.41948 -1.85906 5.08429
H -0.80131 0.29044 -4.58817
H 4.63486 0.18994 -4.57215
H -4.95159 0.34547 -0.34642
H 4.60861 -3.08744 -1.30942
H 0.70397 4.72236 -4.19730
H 1.44251 2.91861 -0.36338
H -4.85707 0.58618 2.11046
H 4.80664 -0.97754 -2.54000
H -1.12264 2.61684 1.78101
H 2.40011 -4.19326 -1.06069
H 3.78028 1.74985 -4.64871
H -4.44911 -4.94535 -0.58830
H -1.03047 -0.39001 3.63492
H -0.23327 -1.70628 -3.93545
H -3.46120 2.74801 3.83432
H -3.79051 -3.64219 4.03063
H 0.40074 -3.12836 -2.06857
H -1.93085 1.90135 3.99454
H -3.46688 1.02348 4.15626
H -3.15037 1.25554 -1.75889
```

Calculated values
relative energy (zero: lowest compared OMol25 entry of this formula, charge and spin)	7.2	kcal per mole
lowest unoccupied orbital energy (spin up / spin down)	-0.21364 / -0.29402	Eh
spin multiplicity	6
E_HOMO (spin up / spin down)	-12.9 / -13.4	eV
frontier orbital gap (spin up / spin down)	7.1 / 5.4	eV
net charge	+2

***

# 2
The following is a quantum chemistry calculation of a structure of composition C31H49ClFGdP in a non-equilibrium geometry, from the Open Molecules 2025 dataset.

Structure (XYZ):
```
84
C31H49ClFGdP ωB97M-V/def2-TZVPD
Gd -0.23529 -2.02968 1.60975
Cl -1.02312 -4.14341 0.36510
P -0.37802 -0.30928 -0.78720
F 3.28874 -3.57041 6.80592
C -2.45834 0.22075 1.16815
C 2.71426 -2.94536 5.76934
C 3.05220 1.85819 3.88971
C 1.54530 1.82457 1.89172
C 1.39839 -1.83060 3.54584
C 2.66680 -2.39886 3.40314
C -3.89523 -0.03390 1.67827
C -0.63755 2.55862 -0.94226
C 3.31054 -3.01001 4.51034
C 4.04391 1.07361 3.02045
C 1.61796 1.70579 3.39213
C -1.45561 -1.92969 -2.99784
C -0.24894 -1.64341 -2.08877
C -3.27683 0.29130 -1.17654
C 1.36573 -2.59497 -3.74889
C 2.69071 1.99906 1.13232
C -1.03341 1.41462 -3.12023
C 0.94286 -1.56199 4.86064
C -0.28659 3.86931 -1.65951
C 1.02843 -1.38294 -2.88354
C -0.85981 3.97972 -3.08085
C -0.28258 1.32394 -1.76481
C -4.74416 0.04931 -0.74330
C -5.00305 0.43683 0.72403
C 4.07358 1.67580 1.61943
C 0.19137 -3.07311 -4.60056
C 1.30707 -0.78413 0.16980
C 1.57345 -2.16993 5.98077
C -1.13107 -3.17869 -3.83274
C -0.67963 2.69957 -3.90987
C -2.22464 -0.37444 -0.23089
H 3.11443 1.52723 4.95682
H 1.70913 -3.40521 -3.10644
H 2.09596 -1.62410 -0.01205
H -2.37145 -2.11353 -2.40558
H 3.65756 0.02409 2.92864
H 2.61481 2.37142 0.12344
H -1.75946 -0.12572 1.96252
H 0.08593 -0.90883 5.01518
H 3.37470 2.90412 3.88830
H -2.48966 -1.45418 -0.22642
H -3.12029 1.38252 -1.19033
H 0.42768 -4.06119 -5.01512
H -1.09608 -4.04515 -3.16005
H -4.02966 0.45327 2.65061
H -5.96598 0.02666 1.03577
H -0.38250 4.80754 -3.62024
H -0.81640 0.54362 -3.76672
H -1.65935 -1.08897 -3.66514
H -1.94796 -3.36143 -4.53362
H 4.25726 -3.50756 4.36402
H -0.65720 4.71209 -1.08226
H -5.10359 1.53566 0.77794
H 0.80501 3.97484 -1.71240
H -1.92378 4.24053 -3.04176
H 1.18193 -2.00447 6.96691
H -4.01479 -1.11656 1.85894
H 1.18193 0.71728 3.67191
H 1.89075 0.12703 -0.17979
H 0.57588 1.67238 1.40742
H 0.06599 -2.40034 -5.45329
H 4.79065 2.51544 1.61104
H 0.79250 1.35855 -2.00730
H 4.43933 0.93605 0.87720
H 1.02177 2.51203 3.86403
H 2.20340 -2.33168 -4.39349
H 0.36561 2.62967 -4.26665
H -5.42595 0.60925 -1.38715
H 5.03969 1.07707 3.44757
H -1.70348 2.56285 -0.69930
H -0.13206 -2.53773 -1.45717
H -2.30124 1.31121 1.10571
H -3.17009 -0.05502 -2.21677
H -0.09278 2.52293 0.00935
H 3.15697 -2.40505 2.43322
H 0.91429 -0.49181 -3.49915
H 1.85275 -1.18767 -2.18749
H -2.11956 1.41608 -2.95276
H -1.29599 2.75907 -4.79853
H -4.99408 -1.02045 -0.88862
```

Calculated values
relative energy (zero: lowest compared OMol25 entry of this formula, charge and spin)	19.0	kcal per mole
lowest unoccupied orbital energy (spin up / spin down)	0.09185 / 0.09267	Eh
spin multiplicity	8
E_HOMO (spin up / spin down)	-1.7 / -2.1	eV
frontier orbital gap (spin up / spin down)	4.2 / 4.6	eV
net charge	-1

***

# 3
The following is a quantum chemistry calculation of the molecule CBr2N4 in a non-equilibrium geometry, from the Open Molecules 2025 dataset.

Structure (XYZ):
```
7
CBr2N4 ωB97M-V/def2-TZVPD
Br -2.64504 -0.15020 1.30249
Br 1.27964 -1.14511 2.50279
N -0.75285 0.42113 -0.82416
N 0.59414 0.29658 -1.04588
N 0.60412 -0.43999 0.98406
N 1.22920 -0.15569 -0.07153
C -1.23073 0.09007 0.24908
```

Calculated values
relative energy (zero: lowest compared OMol25 entry of this formula, charge and spin)	54.9	kcal per mole
lowest unoccupied orbital energy	-0.02435	Eh
spin multiplicity	1
E_HOMO	-9.4	eV
frontier orbital gap	8.7	eV
net charge	0

***

# 4
The following is a quantum chemistry calculation of a cluster of 7 separate species, C14H42O8 in total in a non-equilibrium geometry, from the Open Molecules 2025 dataset.

Structure (XYZ):
```
64
C14H42O8 ωB97M-V/def2-TZVPD
O -28.52344 -14.82222 11.34824
O -24.96545 -14.34838 12.30209
O -24.11626 -10.85633 9.80132
O -26.39580 -14.91061 14.67437
O -21.50808 -6.85082 9.18412
O -23.74880 -10.44020 12.44590
O -26.45699 -12.35568 10.66314
O -24.50839 -14.70589 7.83374
C -25.15636 -11.29473 8.89111
C -21.53395 -9.51287 11.97359
C -28.36838 -17.05565 12.09710
C -28.66137 -14.22773 15.00483
C -24.61692 -15.59627 11.74944
C -22.21131 -14.70609 7.22845
C -25.82302 -12.54939 9.44659
C -22.37522 -10.60208 12.54158
C -23.04626 -15.52445 11.74769
C -28.16186 -16.05677 10.95979
C -27.28445 -13.78541 14.45467
C -22.55780 -7.69546 8.74390
C -22.58222 -7.72090 7.29773
C -23.26001 -14.70292 8.33208
H -24.64720 -11.53528 7.95784
H -22.95286 -13.90843 9.01218
H -28.69597 -14.43297 16.07477
H -25.80666 -10.43999 8.70501
H -26.94735 -12.84720 14.89539
H -21.84126 -13.72048 6.94603
H -25.81946 -12.83108 11.20087
H -26.57961 -13.03070 8.82688
H -26.41162 -15.25113 15.57180
H -25.04635 -13.29009 9.63693
H -21.56637 -9.63159 10.89055
H -22.30011 -10.82212 13.60650
H -21.72406 -8.51241 12.36222
H -22.01963 -11.50311 12.04178
H -28.15664 -14.25894 10.66283
H -22.60962 -6.73645 6.83060
H -25.45480 -14.51893 13.11020
H -20.49766 -9.77011 12.19274
H -28.54666 -16.26057 9.96054
H -22.55667 -16.25361 11.10215
H -28.88753 -15.17517 14.51562
H -28.03789 -16.69600 13.07153
H -21.77989 -5.93493 9.08992
H -22.57578 -15.27484 6.37302
H -27.51206 -13.73604 13.38983
H -23.41053 -7.11145 9.09013
H -22.47901 -8.66770 9.23037
H -24.19532 -10.90251 13.15899
H -24.94178 -15.73713 10.71856
H -27.11043 -16.09926 10.67554
H -29.26782 -13.37332 14.70434
H -24.73053 -15.51936 7.37491
H -27.98865 -18.04777 11.85294
H -23.12459 -15.58929 8.95185
H -22.56350 -15.76329 12.69531
H -24.38886 -10.89505 10.72098
H -21.54255 -7.88931 7.01697
H -29.44113 -17.22101 12.19700
H -22.64645 -14.56994 11.40540
H -23.24114 -8.45243 6.82999
H -21.39685 -15.28165 7.66833
H -25.05084 -16.42980 12.30173
```

Calculated values
lowest unoccupied orbital energy (spin up / spin down)	-0.08450 / -0.33270	Eh
spin multiplicity	2
E_HOMO (spin up / spin down)	-12.4 / -12.4	eV
frontier orbital gap (spin up / spin down)	10.2 / 3.4	eV
net charge	+1

***

# 5
The following is a quantum chemistry calculation of a structure of composition C22H26AsClN2PdS, from the Open Molecules 2025 dataset.

Structure (XYZ):
```
54
C22H26AsClN2PdS ωB97M-V/def2-TZVPD
Pd -0.95522 0.86938 0.99988
As -3.77859 -0.43519 -0.37909
Cl -0.39194 -2.00408 -0.84854
S -3.24572 0.64701 1.35895
N 1.02836 1.61557 0.96794
N -1.26898 2.78389 0.08125
C 0.51778 -1.74807 1.70870
C -0.40447 4.88558 -0.03438
C 1.02485 2.88824 0.72019
C 4.65398 -0.88751 -1.17444
C 3.97359 -0.84015 -2.38609
C -2.75319 0.08368 -1.93527
C 2.76077 -3.37548 1.14893
C -0.64716 -0.87298 2.02216
C 4.10830 -0.29208 -0.05093
C 0.74707 -2.29385 0.44374
C 2.20989 0.41341 -1.32939
C 2.55797 -2.87323 2.42703
C -1.73264 4.92763 -0.44659
C 1.84254 -3.08963 0.15307
C -0.14529 3.54738 0.29186
C 2.32322 0.98829 1.14748
C 2.75546 -0.18553 -2.45899
C 2.87690 0.35710 -0.11424
C -5.60449 -0.15188 -0.93112
C 1.45310 -2.08214 2.69427
C -2.21893 3.61322 -0.35015
C -3.61722 -2.34644 -0.17445
H -5.75154 0.91056 -1.11315
H -4.03051 -2.84603 -1.05014
H -3.31758 0.83332 -2.48769
H -5.76809 -0.71637 -1.84838
H 1.95980 3.44671 0.78701
H 0.29002 5.70917 0.03042
H -3.21496 3.25474 -0.56843
H 1.97323 -3.46687 -0.85226
H -0.57276 -0.52559 3.05716
H 3.62322 -3.98983 0.92644
H -2.28823 5.79062 -0.77711
H -1.80920 0.50793 -1.60105
H -2.57784 -0.78591 -2.56796
H -1.55370 -1.48172 1.95384
H 3.26335 -3.09677 3.21729
H -6.29694 -0.48509 -0.16125
H 3.04679 1.73540 1.49697
H 4.63605 -0.33940 0.89578
H 2.22151 -0.13815 -3.40003
H -4.16586 -2.64099 0.71806
H 4.39706 -1.30577 -3.26692
H 2.25662 0.23069 1.92672
H 1.30508 -1.68529 3.69184
H 1.25847 0.92566 -1.39189
H 5.61108 -1.38985 -1.10831
H -2.56502 -2.59331 -0.05875
```

Calculated values
relative energy (zero: lowest compared OMol25 entry of this formula, charge and spin)	0.0	kcal per mole
lowest unoccupied orbital energy	0.01502	Eh
spin multiplicity	1
E_HOMO	-7.3	eV
frontier orbital gap	7.7	eV
net charge	0

***

# 6
The following is a quantum chemistry calculation of a cluster of 3 separate species, C30H64B3N2O9S in total in a non-equilibrium geometry, from the Open Molecules 2025 dataset.

Structure (XYZ):
```
109
C30H64B3N2O9S ωB97M-V/def2-TZVPD
S -2.49796 2.33355 4.35154
O 8.12713 0.11198 3.05105
O -4.73545 3.18158 1.15601
O -0.72313 -2.91167 3.94403
O -2.81897 -3.56406 3.04387
O -4.45903 -0.63016 -2.45587
O -2.61578 4.00771 1.76405
O -2.14929 -0.62855 4.62720
O -3.95804 0.32333 3.45305
O 5.41980 1.32738 -1.35053
N -5.60845 -1.18472 -2.60483
N 5.11743 1.96951 -2.42002
C 3.65856 0.32461 -4.33042
C -6.74043 -3.04132 -3.85261
C -6.04504 -3.42537 -0.79960
C -2.91932 1.45349 1.65970
C 3.28640 -0.41761 2.44108
C 0.86209 -0.45633 3.21271
C -5.11476 -3.54574 -2.00525
C 2.13301 0.35475 3.03634
C 3.26935 3.33014 -3.43373
C 3.63049 2.13702 -2.53119
C -5.46056 -2.57631 -3.13457
C 6.79217 0.07640 3.51831
C -6.10348 -1.98223 -0.30204
C -1.95343 -1.27160 2.36826
C 5.85187 1.41220 -3.59883
C 2.98699 0.85818 -3.06538
C 3.06064 2.46125 -1.15743
C -7.96081 -1.10514 -1.74362
C 5.96329 2.45041 -4.73000
C 5.86969 -0.35933 2.39952
C -1.73049 -0.16979 3.36508
C 5.16143 0.14900 -4.11279
C -2.76478 0.96519 3.10101
C -0.33952 0.45825 3.41229
C -4.36103 -2.59196 -4.18622
C 9.02230 0.58794 4.01755
C 7.27906 1.08628 -3.18419
C -6.46709 -0.97989 -1.39303
C -6.27612 0.43902 -0.87679
C 4.55357 0.43535 2.33440
B -3.65815 -0.47477 4.69646
B -1.80413 -2.61697 3.15298
B -3.44447 2.91903 1.53809
H 6.25211 3.42424 -4.33344
H 7.31897 0.29167 -2.44363
H -7.04753 -3.78881 -1.05095
H -3.56121 -3.24976 3.58997
H -8.55509 -0.68981 -0.93048
H -1.98363 1.37359 1.10854
H -1.00416 -2.94773 4.86617
H 0.72497 -1.10057 2.35264
H -3.77862 2.68586 4.36648
H -7.12180 -2.25878 -4.51030
H 0.95627 -1.07379 4.09685
H -5.13309 -1.71666 0.11431
H -7.53605 -3.34197 -3.17703
H 9.93979 0.87822 3.52414
H 3.54017 3.34400 -0.73254
H 4.52798 1.19113 3.11185
H -8.19470 -0.54400 -2.65011
H 5.62490 -1.40927 2.49054
H -4.31010 -3.58732 -4.62780
H 5.31975 -0.66038 -3.39345
H 2.40874 0.84024 3.96832
H -6.51458 -3.91345 -4.46660
H -1.29258 -1.22267 1.50428
H 4.53658 0.98598 1.40136
H 1.99494 2.66336 -1.25543
H 7.83454 0.75683 -4.06216
H 6.73201 2.13583 -5.43569
H -2.73266 4.32964 2.66653
H -4.05348 -0.00768 5.75407
H 3.51496 -1.30802 3.01678
H 3.03210 0.08653 -2.29088
H 1.92879 1.05099 -3.25057
H -0.29553 1.18200 2.60088
H -5.67990 -4.06479 0.00142
H 3.46794 0.98988 -5.17708
H 9.26135 -0.18016 4.75386
H -6.95876 0.61837 -0.04754
H 3.37907 3.12882 -4.49623
H 2.22412 3.59496 -3.27971
H -0.20631 0.98059 4.35172
H 5.64524 -0.15984 -5.04233
H 5.05066 2.57074 -5.30711
H -4.56821 -1.87239 -4.98042
H 3.21662 -0.63702 -4.59666
H -2.97553 -1.20663 2.04618
H -8.29896 -2.12979 -1.87563
H -3.38716 -2.36281 -3.76138
H 6.42250 -0.22483 1.47785
H -6.48921 1.16938 -1.66006
H 8.62643 1.45904 4.53889
H 1.89273 1.15191 2.33308
H 3.01784 -0.70023 1.42899
H -6.82357 -1.89016 0.51314
H 6.50877 1.06265 3.87986
H 6.72033 -0.62154 4.35568
H -4.08798 -3.35949 -1.67517
H -3.60694 0.77230 1.18853
H -4.20173 -1.61482 4.55314
H 7.77636 1.96499 -2.77147
H 3.87534 4.20137 -3.18263
H -4.97933 4.04878 1.50199
H -5.13641 -4.56475 -2.39998
H -5.27300 0.61854 -0.51113
H 3.17940 1.63739 -0.45805
```

Calculated values
lowest unoccupied orbital energy (spin up / spin down)	0.07819 / 0.06973	Eh
spin multiplicity	3
E_HOMO (spin up / spin down)	-4.7 / -4.7	eV
frontier orbital gap (spin up / spin down)	6.8 / 6.6	eV
net charge	-1